DFT (wB97M-V/def2-TZVPD) results for a structure of composition C3H3NS2.

Structure (XYZ):
```
9
Properties=species:S:1:pos:R:3:forces:R:3:mulliken_charge:R:1
S -1.47440 0.94087 -0.52240 -0.7 0.1 -1.6 -0.209
C 0.99791 -0.38883 0.48037 -3.8 -0.5 0.0 0.189
N 1.61072 1.95507 -0.20371 0.4 1.0 0.0 -0.317
C 1.44741 0.92421 0.26780 -0.1 -0.3 -0.4 0.262
H -1.37968 -0.44230 1.25296 1.1 -1.1 -1.6 0.271
C -0.88002 -0.54809 0.21485 2.9 1.0 1.1 -0.491
H -1.30655 0.76978 -1.89870 0.1 -0.2 1.3 0.152
S 1.80062 -1.70742 0.76590 0.8 -0.7 0.2 -0.207
H -0.81599 -1.50329 -0.35707 -0.8 0.8 0.8 0.350
```
Forces are in eV/Å.

HOMO level: -8.9 eV
Maximum force: 3.79 eV Å⁻¹
Relative energy (zero: lowest compared OMol25 entry of this formula, charge and spin): 1.975 eV